ORCA calculation (the ωB97M-V functional and the def2-TZVPD basis) on 2 unconnected molecules or ions with the total composition C5H11NSi at a distorted geometry.

The geometry in XYZ format:
```
18
Properties=species:S:1:pos:R:3:forces:R:3:lowdin_charge:R:1
C -0.5691 0.8094 2.0066 -1.012 0.240 0.774 -0.424
C -2.0918 2.1259 -0.5989 -0.835 -2.545 -0.315 0.091
C 0.8911 -2.2254 0.9345 1.497 0.347 -0.045 -0.233
C 1.4343 -0.3513 -1.7407 -1.910 -0.127 -0.873 -0.236
C 0.0229 0.9494 0.8004 2.398 0.134 -1.746 -0.215
N -1.1798 0.7556 2.9799 -0.500 -0.298 1.278 0.155
Si 0.3349 -0.7135 -0.1524 -0.981 -0.624 -1.002 0.621
H -1.1503 2.4443 -1.0192 -0.362 -0.094 -0.291 -0.016
H -2.7032 1.1817 -0.8478 1.754 1.430 -0.061 0.038
H -2.6905 2.7271 0.0274 -0.003 1.026 0.751 -0.024
H 1.2546 -1.8274 1.8944 -0.217 -0.099 -0.064 0.013
H 0.1296 -2.9763 1.1647 -0.145 0.413 -0.245 0.018
H 1.7933 -2.7966 0.5504 -1.044 0.782 0.026 0.038
H 2.4233 0.0007 -1.5181 0.361 0.696 0.388 -0.009
H 1.6716 -1.2557 -2.3848 -0.868 0.878 0.740 0.033
H 0.8282 0.4413 -2.3770 1.427 -1.577 1.161 0.056
H 0.7416 1.8246 0.8158 -0.895 -1.015 -0.509 0.093
H -1.1407 -1.1139 -0.5351 1.335 0.436 0.035 0.001
```
Positions in Å, forces in eV/Å.

Values from the calculation:
frontier orbital gap (spin up / spin down) = 9.13 / 7.65 eV
relative energy (zero: lowest compared OMol25 entry of this formula, charge and spin) = 466.8 kJ/mol
highest occupied orbital energy (spin up / spin down) = -9.2 / -9.0 eV
LUMO (spin up / spin down) = -0.0025 / -0.0495 Eh

=====

ORCA calculation (the ωB97M-V functional and the def2-TZVPD basis) on 2 unconnected molecules or ions with the total composition C5H11O at a distorted geometry.

The geometry in XYZ format:
```
17
Properties=species:S:1:pos:R:3:forces:R:3:lowdin_charge:R:1
C -2.7418 0.2547 -0.5270 -0.349 -0.402 -0.198 -0.211
C -2.1962 0.8687 -1.7953 3.424 -0.961 1.798 -0.035
C 1.8273 -0.4112 0.8829 -0.026 -0.590 0.653 -0.384
C 0.8693 -1.6122 0.4765 0.283 -0.260 0.579 -0.041
C 2.0150 0.4380 -0.4381 0.267 -0.147 1.198 -0.030
O 2.2008 -0.1501 2.0506 -1.127 -0.767 -4.248 0.027
H -3.8029 0.3719 -0.3241 -0.116 0.307 0.051 0.060
H -2.5690 -0.8076 -0.6041 -0.252 -0.539 0.105 0.044
H -2.1592 0.5694 0.3412 -0.231 0.344 0.044 0.061
H -1.5382 0.0639 -2.2429 -1.203 1.024 -0.708 0.042
H -1.4455 1.6433 -1.4727 -1.243 0.218 -1.078 0.040
H 0.5608 -1.5648 -0.5865 0.111 0.301 0.759 0.051
H 1.3006 -2.6465 0.5523 -0.154 1.053 0.563 0.089
H -0.0252 -1.5102 1.1173 0.355 -0.396 -0.218 0.077
H 1.4767 -0.0023 -1.2876 0.068 0.177 0.544 0.052
H 1.5415 1.3759 -0.1451 0.316 0.377 -0.450 0.078
H 3.0473 0.5634 -0.7880 -0.124 0.261 0.608 0.079
```
Positions in Å, forces in eV/Å.

Values from the calculation:
frontier orbital gap (spin up / spin down) = 10.27 / 9.37 eV
spin multiplicity = 2
<S²> = 0.753
relative energy (zero: lowest compared OMol25 entry of this formula, charge and spin) = 175.6 kJ/mol
highest occupied orbital energy (spin up / spin down) = -9.5 / -9.8 eV
LUMO (spin up / spin down) = 0.0281 / -0.0157 Eh

=====

ORCA calculation (the ωB97M-V functional and the def2-TZVPD basis) on a molecular structure, C5H11O at a distorted geometry.

The geometry in XYZ format:
```
17
Properties=species:S:1:pos:R:3:forces:R:3:lowdin_charge:R:1
C -0.0411 -2.5527 -1.1436 -1.890 -3.898 0.375 0.104
C -0.3029 0.8819 1.5313 -0.150 0.304 -1.963 -0.014
C 1.0201 0.8700 -1.1459 -0.761 -0.649 -0.690 0.014
C -0.0223 -0.4013 0.7449 0.043 -0.320 2.828 -0.244
C 0.2948 -0.3556 -0.6582 0.330 2.928 -0.135 -0.263
O 0.1835 -1.3740 -1.4924 0.924 3.433 -0.227 0.097
H -0.4557 -3.2262 -1.8784 0.504 0.135 -0.534 0.123
H -0.2077 -2.8658 -0.1391 0.377 0.273 0.902 0.106
H -1.4679 1.0838 -0.2168 -0.277 0.062 0.475 0.192
H 0.4120 1.6813 1.4211 0.115 0.196 -0.014 0.083
H -0.8641 0.9457 2.4533 0.170 -0.845 0.238 0.098
H 1.1783 0.6994 -2.1937 -0.203 0.526 -0.801 0.095
H 0.4803 1.8219 -0.9217 0.591 -0.906 -0.259 0.110
H 2.0328 0.8916 -0.7753 0.391 0.089 0.720 0.108
H 0.8607 -0.8115 1.2877 -0.290 -0.405 -0.199 0.178
H -0.9032 -0.9748 0.9406 -0.274 -1.175 0.112 0.125
H -1.3648 1.2187 0.7168 0.399 0.252 -0.829 0.085
```
Positions in Å, forces in eV/Å.

Values from the calculation:
frontier orbital gap (spin up / spin down) = 7.78 / 6.74 eV
total charge = +1
relative energy (zero: lowest compared OMol25 entry of this formula, charge and spin) = 500.7 kJ/mol
highest occupied orbital energy (spin up / spin down) = -13.4 / -12.7 eV
LUMO (spin up / spin down) = -0.2056 / -0.2180 Eh

=====

ORCA calculation (the ωB97M-V functional and the def2-TZVPD basis) on a molecular structure, C5H11O at a distorted geometry.

The geometry in XYZ format:
```
17
Properties=species:S:1:pos:R:3:forces:R:3:lowdin_charge:R:1
C 1.3924 0.7220 -0.7314 -3.654 -0.176 -0.533 0.090
C -0.1225 0.8060 -0.7222 5.092 1.477 5.642 -0.042
C -1.0518 0.2700 -2.3393 -7.880 1.456 -4.757 0.029
C -0.5886 -1.1797 1.9534 1.348 3.144 -0.077 -0.010
C 0.6232 -0.3942 1.4543 1.881 -0.926 2.239 -0.119
O 0.5592 -0.3109 -0.0465 0.302 0.721 1.117 -0.092
H 1.8325 0.2939 -1.5784 1.031 -0.506 -1.050 0.125
H 1.8772 1.4000 -0.0815 0.757 0.435 0.566 0.132
H -0.6067 1.5509 -0.1099 -0.629 -0.006 0.281 0.148
H -0.3322 -0.0419 -2.9387 3.268 -1.859 -2.474 -0.038
H -1.3871 1.3738 -2.7022 0.625 -2.513 1.558 0.125
H -1.8145 -0.4810 -1.9425 1.294 1.333 -0.141 0.091
H -1.2848 -0.9031 1.2288 -1.867 -0.418 -1.242 0.066
H -0.9354 -0.6290 2.8161 -0.028 -0.478 0.656 0.100
H -0.4288 -2.1905 2.0902 0.095 -1.944 0.190 0.072
H 0.6313 0.6185 1.9433 0.058 -0.625 -1.201 0.148
H 1.6366 -0.9049 1.7066 -1.697 0.885 -0.771 0.174
```
Positions in Å, forces in eV/Å.

Values from the calculation:
frontier orbital gap (spin up / spin down) = 6.55 / 9.19 eV
spin multiplicity = 3
total charge = +1
<S²> = 2.006
relative energy (zero: lowest compared OMol25 entry of this formula, charge and spin) = 433.2 kJ/mol
highest occupied orbital energy (spin up / spin down) = -9.5 / -17.1 eV
LUMO (spin up / spin down) = -0.1079 / -0.2917 Eh

=====

ORCA calculation (the ωB97M-V functional and the def2-TZVPD basis) on 3 unconnected molecules or ions with the total composition C5H11O2 at a distorted geometry.

The geometry in XYZ format:
```
18
Properties=species:S:1:pos:R:3:forces:R:3:lowdin_charge:R:1
C -1.0894 0.0413 0.3114 0.313 1.910 -1.659 -0.427
O -2.1235 0.3992 -0.5512 0.674 -0.969 0.722 -0.325
C 0.2367 0.0135 -0.4972 -0.099 -0.104 0.585 -0.242
C 1.4883 -0.2357 0.2532 4.439 -2.292 -0.798 -0.199
C 2.7702 -0.4151 -0.3482 -5.910 -2.657 -3.480 -0.401
C 4.0662 -0.2156 0.1363 -0.619 2.140 0.405 -0.033
H -1.0502 -0.9100 0.8092 -1.023 -1.027 0.654 0.078
H -0.9606 0.8569 1.0839 0.141 -0.697 -0.065 0.106
H 0.1846 -0.5594 -1.4273 -0.229 -0.605 0.242 0.109
H 0.2675 0.9951 -0.9131 0.403 1.457 -0.332 0.085
H 1.6887 -0.2963 1.3325 -1.192 0.826 0.037 0.097
H 3.0395 1.5240 -0.2002 3.202 -0.628 0.022 0.194
H 2.7721 -0.7962 -1.5033 -0.235 1.494 2.452 0.135
H 4.9105 -0.6643 -0.4668 -0.768 1.217 1.093 0.072
H 4.0320 -0.0537 1.2141 1.015 -0.070 -0.104 0.039
H -3.4212 0.2704 0.0667 0.343 -0.091 -0.090 -0.059
H -4.9423 -0.3902 0.2014 1.023 0.720 0.358 -0.010
O -4.2956 0.2124 0.6349 -1.479 -0.623 -0.042 -0.218
```
Positions in Å, forces in eV/Å.

Values from the calculation:
frontier orbital gap = 4.85 eV
total charge = -1
relative energy (zero: lowest compared OMol25 entry of this formula, charge and spin) = 798.1 kJ/mol
highest occupied orbital energy = -3.3 eV
LUMO = 0.0576 Eh

=====

ORCA calculation (the ωB97M-V functional and the def2-TZVPD basis) on 2 unconnected molecules or ions with the total composition C5H11O2.

The geometry in XYZ format:
```
18
Properties=species:S:1:pos:R:3:forces:R:3:lowdin_charge:R:1
C 0.6940 -0.0942 -2.4243 0.127 -0.099 -0.358 -0.134
C 0.5194 1.1092 -1.5211 -0.390 0.230 0.440 -0.291
C -0.6486 0.9010 -0.5440 0.320 -0.275 -0.728 -0.298
C -0.7299 1.9130 0.5802 0.157 -0.258 -0.086 -0.124
H 0.8251 -1.0006 -1.8338 -0.042 0.011 0.088 0.062
H 1.5561 0.0003 -3.0896 0.104 0.071 0.042 0.056
H -0.1713 -0.2196 -3.0799 -0.144 -0.069 0.072 0.062
H 0.3402 2.0119 -2.1156 0.162 0.103 -0.049 0.092
H 1.4186 1.2651 -0.9244 0.166 0.013 -0.036 0.101
H -0.4748 -0.0844 -0.1172 -0.265 0.068 0.198 0.056
H -1.5619 0.8598 -1.1485 -0.198 0.064 0.164 0.103
H 0.2021 1.8522 1.1418 0.085 0.154 0.078 0.070
H -1.5122 1.6238 1.2780 -0.149 0.123 0.022 0.060
H -0.8761 2.9377 0.2238 -0.046 0.013 0.043 0.057
O 0.9914 -1.3843 0.8201 0.004 -0.134 0.045 -0.142
C 0.0886 -1.7991 1.5819 -0.017 0.053 0.214 -0.675
O -0.9004 -1.1959 2.0473 0.039 0.051 -0.073 -0.134
H 0.1769 -2.8705 1.9140 0.088 -0.120 -0.074 0.080
```
Positions in Å, forces in eV/Å.

Values from the calculation:
frontier orbital gap = 8.23 eV
total charge = -1
relative energy (zero: lowest compared OMol25 entry of this formula, charge and spin) = 13.1 kJ/mol
highest occupied orbital energy = -4.1 eV
LUMO = 0.1535 Eh

=====

ORCA calculation (the ωB97M-V functional and the def2-TZVPD basis) on 2 unconnected molecules or ions with the total composition C5H11O2 at a distorted geometry.

The geometry in XYZ format:
```
18
Properties=species:S:1:pos:R:3:forces:R:3:lowdin_charge:R:1
C -1.4407 -0.3084 0.5993 0.792 0.361 1.261 -0.322
C -2.4291 -0.0015 -0.5227 0.528 -1.747 -1.273 -0.134
C -2.0359 -0.8889 1.9133 -0.605 0.458 -1.259 -0.132
H -0.6136 -1.0197 0.4148 -0.395 0.545 -0.878 0.108
H -0.9644 0.6415 0.8345 0.282 0.030 0.225 0.091
H -2.5024 -0.9009 -1.1958 -1.011 0.217 1.090 0.075
H -2.0535 0.6270 -1.3377 0.253 0.803 0.806 0.060
H -2.8894 -0.3184 2.2354 -0.587 0.487 0.089 0.043
H -2.4505 -1.8728 1.6414 0.525 -0.065 0.762 0.071
H -3.3688 0.3906 -0.1058 0.157 -0.348 -0.493 0.069
H -1.3348 -0.8079 2.7491 0.091 -0.735 -0.339 0.070
C 2.6501 0.7623 -1.4702 0.626 -0.401 -0.393 -0.077
C 3.8157 0.5505 -0.4240 -1.118 -0.038 -0.073 -0.819
O 3.9377 1.4245 0.4578 0.344 0.110 -0.045 -0.117
O 4.3856 -0.5534 -0.5579 0.532 0.114 0.063 -0.125
H 3.0612 1.0882 -2.4522 -0.145 0.159 0.615 0.045
H 1.8747 1.4787 -1.1128 0.402 -0.744 -0.322 0.049
H 2.3580 -0.2912 -1.6665 -0.671 0.794 0.162 0.046
```
Positions in Å, forces in eV/Å.

Values from the calculation:
frontier orbital gap = 6.94 eV
total charge = -1
relative energy (zero: lowest compared OMol25 entry of this formula, charge and spin) = 83.8 kJ/mol
highest occupied orbital energy = -3.7 eV
LUMO = 0.1175 Eh

=====

The highest relative energy (zero: lowest compared OMol25 entry of this formula, charge and spin) belongs to which entry?
number 5

=====

What is the relative energy (zero: lowest compared OMol25 entry of this formula, charge and spin) in the fifth record?
798.1 kJ/mol